(1)
Below is a molecular structure, C23H40CdCl3N4O3Si in a non-equilibrium geometry, with properties calculated with ωB97M-V/def2-TZVPD.

Output
* total energy: -3183.09379 hartree
* energy above the lowest of the compared OMol25 structures with the same formula, charge and spin: 49.22 kcal per mole
* net charge: -1
* spin multiplicity: 1
* orbital gap: 7.464 eV
* largest force on an atom: 2.8 eV Å⁻¹
* E_LUMO: 0.088 Eh
* HOMO level: -5.1 eV

Atoms and positions in Å:
1 H 3.0645 0.0975 -7.3278
2 C 1.2247 2.8216 -9.3913
3 C 1.7136 1.9947 -8.3950
4 O 1.7762 0.2859 -5.8702
5 H 2.5305 2.3361 -7.7580
6 H -1.1879 0.7852 -10.6619
7 N 0.2254 0.2842 -0.3991
8 H -3.0787 -0.4315 -3.3531
9 H -2.4497 -4.7638 -4.0509
10 C -2.7076 0.5016 -3.7909
11 H -1.4780 -0.8289 -0.8146
12 H -2.8753 -0.8497 -6.0421
13 C -2.1394 3.7381 -2.5615
14 N -0.7402 4.1482 -2.5433
15 C -1.7499 0.9048 0.4401
16 C -2.1703 -3.8396 -3.5149
17 Si -1.2179 0.1348 -4.8320
18 C -0.3618 1.1277 -10.0169
19 C 0.2013 2.3940 -10.2254
20 C 0.4250 1.3993 0.3392
21 H -2.7993 0.8597 0.6086
22 Cd 2.7464 1.4647 -4.3436
23 C -1.9354 -3.0952 -1.2604
24 C -1.8298 -0.7123 -6.3673
25 C -0.4104 5.5545 -2.6803
26 H -1.7144 -5.7273 -0.7518
27 H 1.2680 3.6345 -2.5771
28 C 1.8243 -2.2248 -8.5661
29 H -0.9365 2.6412 1.5656
30 H 0.4975 5.7608 -2.0956
31 H 1.5033 -3.5293 -6.2579
32 H -2.9431 -3.0514 -3.5162
33 O 0.0071 2.0289 -2.9198
34 H -0.1190 2.9977 -11.0657
35 H 0.1990 2.3655 -5.5856
36 H -1.4522 2.5866 -5.0538
37 C 0.1278 0.2912 -8.9780
38 C 1.2172 0.7156 -8.1859
39 H -0.2737 -5.5008 -1.7376
40 C -1.3731 -5.4651 -1.7581
41 C 2.1013 -2.5928 -6.1660
42 Cl 2.8353 0.8052 -1.9679
43 H -0.2546 -0.7406 -8.9020
44 H -1.1163 1.9234 -6.6331
45 H -2.2891 2.9695 -1.7966
46 H 1.4089 1.8463 0.4575
47 H 1.5542 -4.3609 -8.1903
48 H -1.2388 6.1323 -2.2766
49 H 1.7831 -1.5833 -9.4364
50 C 1.9891 -0.1393 -7.1670
51 H -1.2526 -3.3981 -3.9570
52 Cl 4.1127 2.7397 -5.8684
53 H 1.7974 -3.8937 -9.8589
54 Cl -0.2214 -1.2698 -3.7579
55 H 3.1674 -2.8918 -6.2047
56 H -1.4492 -1.6870 -6.6808
57 H -2.4652 3.3774 -3.5454
58 H -2.4306 1.1903 -2.9714
59 C 1.8341 -1.6674 -7.3442
60 H 1.6899 3.7795 -9.5564
61 C 0.2355 3.2245 -2.6798
62 H 1.8646 -2.1229 -5.1954
63 N -1.8748 -4.1350 -2.1217
64 H -1.8244 -0.0433 -7.2337
65 H -2.7400 4.6082 -2.3034
66 H -1.4779 -3.3129 -0.2771
67 C 2.0969 -3.6597 -8.8370
68 H -0.2596 5.8624 -3.7302
69 H -3.4556 1.0036 -4.4411
70 H 3.1650 -3.9329 -8.7681
71 C -0.7900 1.9094 -5.5933
72 H -1.7322 -6.2262 -2.4663
73 C -0.7993 1.8103 0.9072
74 N -1.0875 0.0040 -0.3252
75 O -2.4653 -2.0115 -1.5734

(2)
Below is 5 unconnected molecules or ions with the total composition C37H69NO7 in a non-equilibrium geometry, with properties calculated with ωB97M-V/def2-TZVPD.

Output
* total energy: -2032.46673 hartree
* structure (SMILES): CCCCCCCCc1cc(N)cc2c1C(=O)C(CCCO)=CC2=O.CCOCC.CCOCC.CCOCC.CCOCC
* spin multiplicity: 1
* orbital gap: 7.606 eV
* largest force on an atom: 2.9 eV Å⁻¹
* E_LUMO: -0.027 Eh
* HOMO level: -8.3 eV

Atoms and positions in Å:
1 C -4.0287 3.8784 0.7398
2 O -5.7948 6.0484 3.1541
3 H -7.0110 -3.6447 -6.4278
4 C -6.0081 -0.3617 -3.6659
5 C 3.7621 -3.8711 2.1284
6 C -2.7375 3.6319 0.0703
7 H 5.2462 -1.6094 -1.6500
8 H -6.1839 0.5308 0.0389
9 H 10.6477 1.7883 2.4904
10 C -7.5309 1.7944 1.3758
11 C 4.3470 -2.0589 -2.0757
12 C -8.2813 0.6386 -0.7993
13 C 3.5606 -1.0697 -2.9173
14 H -2.9737 1.5989 -0.6550
15 H -0.3945 1.9364 0.8298
16 H -8.5200 2.2946 1.1966
17 O -5.4773 2.7507 -0.8001
18 H 5.2219 -6.5728 3.3681
19 C -0.3389 0.9488 0.2943
20 H 0.6517 0.5047 0.6068
21 C -6.4269 -2.7225 -6.3938
22 H 7.5580 -1.8948 1.1652
23 C 9.2254 -2.3793 2.4115
24 H -3.2393 6.4142 3.0992
25 H -3.2961 2.8699 -1.8704
26 H -6.8115 -1.1011 -3.6478
27 C 9.9391 1.1512 1.9574
28 H -0.7564 6.4864 3.0420
29 H -1.1731 -2.2189 0.3642
30 H 5.6326 0.7159 -3.0601
31 H 3.5291 1.6522 -1.0401
32 H -0.5919 4.3861 0.1316
33 H 0.2156 -1.5540 1.3005
34 C -1.4468 -0.0778 0.7611
35 C -0.3208 1.1959 -1.2610
36 H 4.5860 0.2814 -0.7746
37 H 9.4661 -0.0367 3.7080
38 O -7.7400 1.2957 -1.9684
39 H -0.6836 0.3009 -1.8424
40 C -5.2253 -0.4040 -4.9665
41 N -0.7059 6.3053 2.0425
42 H 2.6793 -1.5715 -3.3224
43 O -4.5678 -1.6429 -5.2004
44 H 8.6152 -2.7406 3.2430
45 H -5.8797 -2.9736 -4.3112
46 H -7.1221 -1.8925 -6.2592
47 H -7.3463 3.7404 3.1686
48 C -1.7819 5.4684 1.6100
49 H 6.3580 -5.7557 1.3194
50 H 4.1464 -0.7327 -3.7794
51 H -1.3278 2.3290 -2.8161
52 H -7.7293 2.2527 -1.7861
53 H 4.5364 2.0769 -3.2687
54 H -6.4546 0.6180 -3.5243
55 H -9.2061 1.2289 -0.5264
56 H 10.1250 -1.9316 2.8370
57 C -1.6917 -1.9749 2.4678
58 H 5.7671 2.1096 -1.9877
59 H -3.6442 -3.0619 2.2805
60 H -3.7778 -1.4409 3.0990
61 H 3.7370 -2.4208 -1.2447
62 H 4.6546 -2.9133 -2.6814
63 H -5.8661 -0.1508 -5.8184
64 C -1.6268 4.4641 0.5472
65 H 3.6800 -1.8236 2.8011
66 C -6.5296 3.8376 2.4064
67 H 6.8040 -5.8595 3.7485
68 O 3.0846 0.0464 -2.1813
69 H -1.9455 0.3690 1.6702
70 H 3.4850 -4.2909 3.1015
71 H -8.6556 -0.3720 -1.1074
72 H -7.5862 1.3817 2.4204
73 H 5.3192 -4.9711 4.0910
74 H -4.7355 -3.6374 -5.4584
75 C -5.3295 3.1335 0.3457
76 O 4.5900 -4.7815 1.4197
77 C -3.0691 5.6698 2.2948
78 H -1.3666 -3.0053 2.7559
79 O 7.9635 -0.2732 2.3031
80 H 9.4159 1.7542 1.2108
81 H 0.1984 5.9377 1.7543
82 H -2.2289 -0.2534 -0.0243
83 C -3.2600 -2.0027 2.2734
84 H 2.8356 -3.7860 1.5558
85 C -4.1728 4.8594 1.8363
86 C -0.8949 -1.5007 1.1879
87 H 8.4104 1.3338 3.4411
88 C 8.4393 -1.3903 1.5690
89 H 9.5318 -3.2341 1.8053
90 H 5.3021 -2.5164 2.8576
91 H -5.3505 -0.5718 -2.8183
92 H 4.6054 -2.0629 1.3056
93 C 4.3734 -2.4900 2.2845
94 C 4.0682 0.8525 -1.5526
95 C 5.0594 1.4729 -2.5227
96 C -5.3981 -2.7886 -5.2774
97 H -5.9339 -2.5822 -7.3593
98 H -4.4429 0.3576 -4.9333
99 C -5.5578 5.0390 2.5343
100 H 6.4786 -4.1369 1.9767
101 C 8.9482 0.5334 2.9295
102 H -1.4711 -1.2258 3.2795
103 H -7.4899 -0.3597 0.9679
104 H 9.0246 -1.0540 0.7063
105 C -2.5823 2.5655 -1.0535
106 H 0.7393 1.3605 -1.5973
107 H 10.5114 0.3928 1.4207
108 C 5.8647 -5.0445 1.9848
109 H -0.5517 3.4194 -1.6358
110 C -6.4494 2.9274 1.3926
111 C -7.2417 0.5804 0.3987
112 C -1.1546 2.4794 -1.7107
113 H -3.6213 -1.5516 1.3161
114 C 5.7990 -5.6446 3.3791

(3)
Below is a molecular structure, C2H17O9Sr in a non-equilibrium geometry, with properties calculated with ωB97M-V/def2-TZVPD.

Output
* total energy: -794.34689 hartree
* ⟨S²⟩: 0.7504
* spin multiplicity: 2
* orbital gap (spin up / spin down): 3.270 / 8.298 eV
* largest force on an atom: 1.8 eV Å⁻¹
* E_LUMO (spin up / spin down): 0.002 / -0.003 Eh
* HOMO level (spin up / spin down): -3.2 / -8.4 eV

Atoms and positions in Å:
1 O -0.9182 0.4206 -2.8617
2 H -0.3093 3.2654 -0.8112
3 Sr -0.4087 -0.0968 -0.3303
4 O 0.8448 0.7757 1.8698
5 H 0.8572 -2.9969 -1.4360
6 O -1.0297 -2.3234 0.8841
7 H -2.9497 1.1929 1.0292
8 H 3.8584 -0.4517 2.8069
9 H -3.1500 -1.5978 -1.0970
10 H -1.9459 1.3411 2.1528
11 O 0.6086 -2.1487 -1.8035
12 H 2.8161 0.2642 4.0484
13 O 1.7274 1.0743 -1.3513
14 H -0.5164 0.2810 -3.7192
15 H -1.7345 -2.9357 0.6726
16 H -1.4686 2.6070 -0.0939
17 O -2.1005 0.8720 1.3328
18 H -3.0662 -0.4038 -2.0239
19 H 1.6749 1.9631 -0.9998
20 H -0.9461 -2.3733 1.8363
21 O -0.6702 2.4086 -0.5833
22 H 0.5802 -2.2958 -2.7489
23 H -1.8505 0.5311 -3.0486
24 C 3.0262 0.2309 2.9794
25 O -2.7549 -0.7299 -1.1795
26 H 3.4661 1.2197 2.8494
27 C 1.8470 -0.0055 1.9777
28 O 1.8755 -1.0702 1.2836
29 H 2.6369 0.9819 -1.6351

(4)
Below is 2 unconnected molecules or ions with the total composition C2H3N3O3 in a non-equilibrium geometry, with properties calculated with ωB97M-V/def2-TZVPD.

Output
* total energy: -467.64463 hartree
* energy above the lowest of the compared OMol25 structures with the same formula, charge and spin: 200.61 kcal per mole
* spin multiplicity: 1
* orbital gap (spin up / spin down): 7.452 / 8.275 eV
* largest force on an atom: 4.5 eV Å⁻¹
* E_LUMO (spin up / spin down): -0.052 / -0.038 Eh
* HOMO level (spin up / spin down): -8.9 / -9.3 eV

Atoms and positions in Å:
1 C -0.9920 -1.6115 -0.2984
2 O 1.0038 -0.9522 -1.0138
3 N -0.8200 1.0201 0.6892
4 H -2.4645 -0.1826 0.6819
5 N -1.2200 -1.7683 -1.6073
6 H -1.3348 -2.1726 0.4465
7 O 0.0805 1.0090 1.4665
8 C -1.7145 0.3912 0.1174
9 H -2.0446 0.8272 -0.7352
10 N 0.3274 -1.4361 -0.1258
11 O -0.4992 -1.2315 -2.4540

(5)
Below is a molecular structure, C27H25F7N4O4S2 in a non-equilibrium geometry, with properties calculated with ωB97M-V/def2-TZVPD.

Output
* total energy: -3059.24583 hartree
* spin multiplicity: 1
* orbital gap: 7.646 eV
* largest force on an atom: 2.5 eV Å⁻¹
* E_LUMO: -0.050 Eh
* HOMO level: -9.0 eV

Atoms and positions in Å:
1 N 4.9276 2.9760 0.9105
2 H -1.6790 -8.7769 -1.3390
3 C 1.7017 -0.5618 3.0755
4 O -0.3436 -4.8851 -2.2601
5 C 0.7270 5.1112 -2.2373
6 H 2.2688 -1.1903 3.7670
7 F -4.0568 3.5237 -0.1069
8 C -1.1194 -5.8246 -2.2983
9 H 1.2134 -7.0417 -2.9101
10 C 0.0053 1.0524 3.1149
11 H -1.3544 0.6825 4.7376
12 H -0.1176 0.7670 2.0644
13 F -3.2058 1.1030 1.1307
14 C 0.7934 3.1529 0.6027
15 C 0.6537 -7.4329 -2.0603
16 C 0.0653 -2.3490 2.2871
17 H -1.5072 -8.8489 -3.1064
18 H 1.1573 1.8398 -2.7265
19 C 0.4034 3.2105 -4.1672
20 H 2.4361 0.1091 2.6201
21 H -1.2748 -3.7931 1.4075
22 C 1.6078 3.4200 -0.5810
23 C 3.6203 3.0388 0.7020
24 N 3.5494 2.4960 2.9018
25 O -1.2513 4.4366 -0.3755
26 C 2.7945 2.7712 1.8268
27 F -3.2174 0.1998 -0.8262
28 C -1.4081 1.0819 3.7240
29 F -5.3253 1.7925 -0.1188
30 H 0.0077 3.2211 3.4529
31 C 1.5709 -1.3472 0.7237
32 H -0.3249 -2.4467 3.2917
33 S 5.0736 2.6014 2.4877
34 H 1.4772 2.4077 3.8595
35 C 1.3673 2.8057 1.8056
36 H 3.5604 3.5684 -1.3852
37 C -1.6083 1.8326 -0.5081
38 H -2.0406 0.3939 3.1703
39 H 1.0426 -6.9700 -1.1531
40 H -0.0437 6.3785 -3.7351
41 C 2.9590 3.3567 -0.5118
42 C -0.4583 -3.0986 1.2505
43 C -1.7250 -8.1939 -2.2607
44 H -1.8253 2.0788 3.7785
45 C 1.0473 -2.1003 -0.3189
46 O -1.6433 3.3873 1.7289
47 H 1.4724 -1.9789 -1.3054
48 C 0.8996 2.8758 -2.9226
49 C -3.0450 1.3618 -0.1675
50 S -0.9753 3.3047 0.4641
51 F -1.6217 2.1961 -1.7963
52 C 1.0938 -1.4568 2.0218
53 F -0.7493 0.8113 -0.3998
54 C -4.1897 2.3134 -0.6170
55 C 0.6899 2.4535 3.1081
56 H 0.8501 5.9086 -1.5217
57 N -0.7577 -7.1151 -2.2106
58 C 0.2363 5.3550 -3.5040
59 H -2.7300 -7.7936 -2.3748
60 H 0.7830 -8.5106 -2.0038
61 H 2.3712 -0.6437 0.5149
62 H -0.4161 -3.5413 -0.8792
63 H 0.2648 2.4590 -4.9321
64 O 0.7384 0.1125 3.8631
65 C 1.0629 3.8023 -1.9148
66 H -2.2071 -5.6832 -2.4089
67 N 0.0462 4.4598 -4.4698
68 C 0.0052 -2.9749 -0.0485
69 F -4.3232 2.3480 -1.9309

The lowest total energy belongs to which entry? C23H40CdCl3N4O3Si

Which of these has the highest total energy? C2H3N3O3